{
  "formula": "C39H96O27S5",
  "method": "ωB97M-V/def2-TZVPD",
  "elements": ["C", "C", "O", "S", "C", "O", "O", "H", "H", "H", "H", "H", "H", "H", "H", "C", "C", "O", "S", "C", "O", "O", "H", "H", "H", "H", "H", "H", "H", "H", "C", "C", "O", "S", "C", "O", "O", "H", "H", "H", "H", "H", "H", "H", "H", "C", "C", "O", "S", "C", "O", "O", "H", "H", "H", "H", "H", "H", "H", "H", "C", "C", "O", "S", "C", "O", "O", "H", "H", "H", "H", "H", "H", "H", "H", "C", "O", "C", "C", "O", "C", "C", "O", "C", "H", "H", "H", "H", "H", "H", "H", "H", "H", "H", "H", "H", "H", "H", "C", "O", "C", "C", "O", "C", "C", "O", "C", "H", "H", "H", "H", "H", "H", "H", "H", "H", "H", "H", "H", "H", "H", "C", "O", "C", "C", "O", "C", "C", "O", "C", "H", "H", "H", "H", "H", "H", "H", "H", "H", "H", "H", "H", "H", "H", "C", "O", "C", "C", "O", "C", "C", "O", "C", "H", "H", "H", "H", "H", "H", "H", "H", "H", "H", "H", "H", "H", "H"],
  "positions_angstrom": [[0.16476, 1.39419, -7.97123], [-0.55760, 2.41317, -7.04768], [-0.57975, 1.92364, -5.63554], [0.72930, 2.41716, -4.70152], [0.18356, 4.18692, -4.27982], [0.72344, 1.66607, -3.45760], [1.95595, 2.46209, -5.52341], [-0.35000, 0.43446, -7.92604], [1.18844, 1.22146, -7.63906], [0.26097, 1.80554, -8.97604], [-0.22449, 3.44263, -7.17935], [-1.59762, 2.36281, -7.37005], [-0.88216, 4.27314, -4.06791], [0.49503, 4.82007, -5.11061], [0.68621, 4.44471, -3.34763], [-2.28694, -0.86686, 1.31695], [-0.99308, -0.28167, 0.60344], [-0.27035, 0.41777, 1.61159], [1.23698, 1.02334, 1.25611], [0.83469, 2.16842, -0.20062], [1.69225, 1.88516, 2.34663], [2.10938, -0.04704, 0.75098], [-2.54368, -0.23757, 2.16911], [-2.04270, -1.86807, 1.67196], [-3.17397, -0.99930, 0.69748], [-0.47782, -1.18108, 0.26630], [-1.21894, 0.37528, -0.23650], [1.65363, 2.86473, -0.38116], [0.01394, 2.74547, 0.22540], [0.66460, 1.55192, -1.08328], [-2.11981, 0.49648, 5.91680], [-0.92991, -0.07994, 5.02765], [0.16468, -0.31658, 5.87991], [1.09089, -1.62987, 5.52045], [1.85742, -0.95519, 3.99782], [2.16240, -1.83177, 6.49630], [0.20438, -2.72031, 5.17847], [-2.86561, 0.92091, 5.24469], [-1.78211, 1.31324, 6.55473], [-2.61200, -0.26684, 6.51946], [-1.20692, -0.97478, 4.47032], [-0.64803, 0.68595, 4.30512], [2.73989, -1.57789, 3.85091], [2.07702, 0.08942, 4.21845], [1.21868, -1.09291, 3.12538], [-3.97083, 3.14444, 0.60606], [-2.98637, 2.70931, 1.72695], [-1.85743, 3.58448, 1.76529], [-1.99467, 5.03464, 2.62210], [-1.45290, 4.32744, 4.30204], [-0.92494, 5.96487, 2.11248], [-3.40922, 5.42988, 2.72210], [-4.89029, 2.56051, 0.64752], [-3.61045, 2.96984, -0.40771], [-4.34039, 4.14657, 0.82347], [-3.43469, 2.71166, 2.72049], [-2.72652, 1.66589, 1.54846], [-1.31228, 5.21038, 4.92552], [-0.62282, 3.68065, 4.01789], [-2.27920, 3.69770, 4.63183], [-3.17806, 1.27658, -2.63721], [-2.57062, 0.15216, -3.50949], [-1.38997, -0.30177, -2.83095], [-0.67472, -1.71377, -3.37029], [-0.12408, -1.24604, -5.04366], [0.53384, -1.93707, -2.53635], [-1.72148, -2.74825, -3.54626], [-3.37069, 0.93874, -1.61895], [-4.09274, 1.54877, -3.16388], [-2.50120, 2.12622, -2.54732], [-3.24532, -0.70381, -3.52348], [-2.38353, 0.37906, -4.55907], [0.24649, -2.17871, -5.46898], [0.62326, -0.47728, -4.84724], [-1.02328, -0.89826, -5.55219], [-2.25397, -7.93164, -6.56553], [-1.34465, -6.86628, -6.87151], [-1.45595, -5.71583, -6.00551], [-0.96517, -5.94602, -4.55224], [-1.89822, -6.68300, -3.77762], [-1.26490, -7.50927, -2.78388], [-1.93781, -7.27342, -1.43624], [-1.83424, -5.93500, -1.08045], [-2.53373, -5.52172, 0.09694], [-2.27231, -8.75760, -7.27656], [-3.26089, -7.55758, -6.38033], [-1.92861, -8.43208, -5.65350], [-2.45404, -5.31814, -5.82176], [-0.90509, -4.86317, -6.40253], [-0.85359, -4.96944, -4.08114], [0.04509, -6.33042, -4.69265], [-0.18865, -7.33671, -2.78749], [-1.50669, -8.55102, -2.99458], [-1.49415, -7.80386, -0.59368], [-2.96556, -7.61817, -1.55009], [-2.27512, -6.11791, 0.97202], [-3.61421, -5.55554, -0.04279], [-2.20616, -4.52073, 0.37767], [8.83176, -3.18312, 5.44905], [8.38172, -2.26182, 4.46770], [8.67749, -0.92708, 4.77727], [8.62983, -0.00363, 3.55955], [7.31478, 0.51195, 3.10425], [6.41197, -0.56416, 2.77396], [5.18554, -0.09674, 2.09788], [5.34455, 0.63338, 0.93326], [5.54775, 2.01656, 1.18121], [8.16181, -3.05223, 6.29883], [9.85221, -2.89898, 5.70605], [8.87505, -4.19879, 5.05579], [9.67949, -0.88037, 5.20378], [7.92282, -0.55775, 5.47164], [9.16972, -0.47703, 2.73949], [9.26310, 0.83120, 3.85976], [6.00573, -0.97386, 3.69874], [6.89761, -1.39844, 2.26776], [4.51100, 0.37914, 2.80966], [4.63847, -0.95769, 1.71371], [5.58851, 2.59631, 0.25908], [6.48874, 2.32600, 1.63604], [4.68733, 2.43628, 1.70237], [-5.53537, -1.21745, -1.41330], [-5.66072, -0.04460, -0.65639], [-6.42345, -0.22906, 0.52432], [-5.79690, -0.77019, 1.77640], [-5.31508, -2.12455, 1.60935], [-4.76301, -2.78484, 2.77916], [-5.81498, -3.26703, 3.86387], [-6.13128, -2.12463, 4.68482], [-6.93057, -2.34741, 5.83912], [-6.49780, -1.70262, -1.57591], [-4.88327, -1.92596, -0.90255], [-5.02507, -1.10414, -2.36978], [-7.38733, -0.71280, 0.36617], [-6.77353, 0.77488, 0.76444], [-6.44249, -0.66751, 2.64862], [-5.05222, -0.04516, 2.10485], [-4.00215, -2.10281, 3.15866], [-4.24848, -3.65983, 2.38198], [-5.40806, -4.13629, 4.38049], [-6.70934, -3.64352, 3.36739], [-7.88891, -2.78648, 5.56180], [-7.22908, -1.37148, 6.22195], [-6.50940, -2.89101, 6.68482], [2.03465, 5.14054, 2.27469], [2.52912, 5.30978, 1.00467], [1.61628, 5.89545, 0.01792], [2.39589, 6.63758, -1.06801], [2.73478, 5.73516, -2.12072], [3.85976, 4.90689, -2.01216], [4.19190, 4.28626, -3.38444], [5.01031, 3.08006, -3.28226], [6.37580, 3.42196, -3.08075], [1.15414, 4.49806, 2.27038], [1.76175, 6.04543, 2.81765], [2.78965, 4.65561, 2.89350], [1.01586, 6.58863, 0.60707], [0.98087, 5.11566, -0.40194], [3.21724, 7.28734, -0.76586], [1.67143, 7.27966, -1.56899], [3.57120, 4.15671, -1.27592], [4.71598, 5.45681, -1.62155], [4.51715, 5.06068, -4.07912], [3.31158, 3.76990, -3.76722], [6.58272, 3.89942, -2.12298], [6.77916, 4.08367, -3.84726], [6.85273, 2.45609, -3.24728]],
  "energy_ha": -5565.5011,
  "de_lowest_kj_mol": 280.2,
  "homo_energy_ev": -9.0,
  "multiplicity": 1,
  "smiles": "CCOS(C)(=O)=O.CCOS(C)(=O)=O.CCOS(C)(=O)=O.CCOS(C)(=O)=O.CCOS(C)(=O)=O.COCCOCCOC.COCCOCCOC.COCCOCCOC.COCCOCCOC"
}